{
  "formula": "C39H44AsNO3PRuS6Se",
  "method": "ωB97M-V with the def2-TZVPD basis set",
  "symbols": ["Ru", "O", "N", "C", "C", "C", "C", "C", "C", "C", "P", "C", "C", "C", "C", "C", "C", "C", "C", "C", "C", "C", "C", "H", "H", "H", "H", "H", "H", "H", "H", "H", "H", "H", "H", "H", "H", "H", "H", "S", "As", "S", "S", "S", "O", "S", "C", "C", "C", "C", "C", "C", "C", "C", "C", "C", "C", "C", "C", "C", "H", "H", "H", "H", "H", "H", "H", "H", "H", "H", "H", "H", "H", "H", "C", "C", "C", "S", "O", "C", "C", "C", "H", "H", "H", "H", "H", "H", "H", "H", "H", "H", "H", "H", "H", "H", "Se"],
  "positions_angstrom": [[1.3210, 0.4582, 1.2744], [2.4900, 0.2949, 3.9680], [1.2954, 0.4742, 3.3261], [0.3467, 0.3967, 4.1924], [-1.0964, 0.6168, 4.0249], [-1.8152, 0.5945, 5.2311], [-3.1762, 0.8188, 5.2619], [-3.8544, 1.0886, 4.0774], [-3.1552, 1.1162, 2.8851], [-1.7831, 0.8604, 2.8309], [-0.9168, 0.9381, 1.2146], [-1.6280, 2.5685, 0.7215], [-1.1572, 3.6753, 1.4310], [-1.7130, 4.9313, 1.2356], [-2.7652, 5.0897, 0.3442], [-3.2568, 3.9945, -0.3487], [-2.6865, 2.7409, -0.1665], [-1.9139, -0.1948, 0.1800], [-2.7759, -1.1601, 0.6823], [-3.4438, -2.0268, -0.1725], [-3.2630, -1.9276, -1.5430], [-2.3908, -0.9731, -2.0533], [-1.7057, -0.1258, -1.1993], [3.1619, 0.1814, 3.1974], [0.6644, 0.1918, 5.2099], [-1.2787, 0.4122, 6.1541], [-3.7039, 0.8036, 6.2078], [-4.9183, 1.2914, 4.0862], [-3.6749, 1.3465, 1.9633], [-0.3649, 3.5645, 2.1626], [-1.3070, 5.7700, 1.7862], [-3.1996, 6.0712, 0.1911], [-4.0883, 4.1086, -1.0358], [-3.0876, 1.8984, -0.7121], [-2.9207, -1.2534, 1.7519], [-4.1017, -2.7845, 0.2378], [-3.7960, -2.5927, -2.2131], [-2.2361, -0.8878, -3.1225], [-0.9933, 0.5872, -1.6007], [0.4003, 6.1109, 4.1722], [1.7752, 5.6899, 2.6002], [1.9067, 2.6902, 0.9402], [2.5262, 3.5555, 2.7387], [1.2565, 6.1772, 0.6135], [1.3307, 0.5412, -0.9597], [2.7716, 0.7865, -1.4270], [3.2570, -0.8007, -2.1632], [2.3580, -1.3088, -3.2426], [2.7736, -1.3274, -4.5715], [1.9301, -1.7771, -5.5777], [0.6535, -2.2183, -5.2618], [0.2320, -2.2066, -3.9379], [1.0711, -1.7547, -2.9310], [2.6042, 1.7702, -2.9860], [1.2280, 2.3394, -3.1400], [0.3241, 1.7382, -4.0098], [-0.9649, 2.2392, -4.1333], [-1.3553, 3.3356, -3.3773], [-0.4576, 3.9300, -2.4997], [0.8310, 3.4378, -2.3826], [3.2669, -1.4424, -1.2808], [4.2909, -0.6596, -2.4865], [3.7729, -0.9848, -4.8185], [2.2723, -1.7850, -6.6056], [-0.0094, -2.5724, -6.0420], [-0.7602, -2.5537, -3.6786], [0.7267, -1.7438, -1.9027], [2.8516, 1.1407, -3.8398], [3.3550, 2.5519, -2.8693], [0.6288, 0.8658, -4.5802], [-1.6645, 1.7658, -4.8127], [-2.3664, 3.7162, -3.4535], [-0.7560, 4.7653, -1.8788], [1.5128, 3.9030, -1.6782], [-1.2186, -4.2856, 2.4485], [0.1844, -3.9750, 2.9695], [0.6060, -2.5222, 2.7820], [1.0437, -2.0078, 1.1095], [-0.0129, -2.5209, 0.1775], [2.4704, -3.1119, 0.8486], [2.2314, -4.1021, -0.2819], [3.5372, -4.8019, -0.6446], [-1.4038, -5.3624, 2.4549], [-1.3464, -3.9135, 1.4344], [-1.9745, -3.8126, 3.0810], [0.9144, -4.6437, 2.5051], [0.2221, -4.1833, 4.0439], [1.4963, -2.2590, 3.3610], [-0.1979, -1.8473, 3.0796], [2.6815, -3.6148, 1.7914], [3.3070, -2.4265, 0.6683], [1.8314, -3.5822, -1.1518], [1.4679, -4.8334, -0.0029], [4.2974, -4.0740, -0.9346], [3.3966, -5.4944, -1.4774], [3.9356, -5.3679, 0.2010], [3.8457, -0.1303, 1.3383]],
  "e_above_lowest_kcal_mol": 36.80,
  "spin_multiplicity": 2,
  "homo_ev": -0.9,
  "total_energy_ha": -9255.65977,
  "charge": -2,
  "e_lumo_ev": 3.857,
  "max_force_ev_per_a": 0.83,
  "orbital_gap_ev": 4.77
}